Record 1
48
Properties=species:S:1:pos:R:3:forces:R:3 method="wB97M-V/def2-TZVPD" molar_mass_g_mol=400.93 spin_multiplicity=1 lumo_energy_ev=0.61 homo_energy_ha=-0.2965 charge=0 smiles="O=C(Cn1cc(SCc2ccc(Cl)cc2)c2ccccc21)N1CCOCC1" gap_ev=8.7
O 1.037 -1.640 3.287 -0.107 -0.039 0.425
C 1.211 -0.870 2.364 -0.065 0.359 -0.148
C 0.907 0.626 2.530 0.179 -0.171 0.449
N -0.228 1.027 1.740 0.030 0.014 -0.001
C -1.434 0.389 1.769 -0.359 0.038 -0.229
C -2.328 1.039 0.968 -0.490 -0.322 0.198
S -4.004 0.560 0.736 0.122 0.108 -0.140
C -3.980 0.195 -1.076 -0.007 0.194 0.574
C -2.785 -0.618 -1.432 0.095 -0.098 -0.198
C -1.737 -0.057 -2.152 -0.172 -0.107 0.054
C -0.621 -0.806 -2.477 0.116 -0.149 -0.022
C -0.550 -2.126 -2.065 -0.109 0.153 -0.001
Cl 0.837 -3.080 -2.493 0.112 -0.088 -0.069
C -1.569 -2.698 -1.322 0.049 -0.046 -0.004
C -2.681 -1.939 -1.010 0.029 0.106 -0.104
C -1.651 2.159 0.402 0.439 0.018 0.221
C -2.026 3.186 -0.462 0.024 -0.036 0.037
C -1.084 4.125 -0.818 -0.105 0.110 -0.140
C 0.221 4.062 -0.325 0.122 0.010 0.011
C 0.615 3.067 0.543 0.172 -0.030 0.087
C -0.327 2.111 0.908 -0.335 0.398 -0.373
N 1.626 -1.277 1.147 0.054 -0.206 -0.141
C 2.011 -0.441 0.035 0.326 0.117 -0.115
C 3.551 -0.352 -0.008 -0.120 0.162 -0.151
O 4.145 -1.489 0.577 0.148 0.005 0.200
C 3.433 -2.669 0.286 -0.104 -0.116 -0.123
C 2.056 -2.655 0.980 0.086 -0.222 0.190
H 0.693 0.778 3.595 0.142 -0.043 -0.209
H 1.776 1.229 2.262 -0.093 0.002 -0.022
H -1.580 -0.485 2.374 -0.001 -0.231 0.105
H -3.999 1.141 -1.615 -0.039 -0.091 -0.100
H -4.909 -0.346 -1.248 -0.024 0.046 -0.078
H -1.793 0.974 -2.470 -0.020 0.118 -0.019
H 0.181 -0.370 -3.052 0.098 0.003 -0.055
H -1.497 -3.725 -0.999 0.035 -0.102 0.005
H -3.481 -2.375 -0.430 -0.085 -0.057 0.082
H -3.039 3.250 -0.828 -0.119 -0.001 -0.036
H -1.355 4.930 -1.484 -0.034 0.066 -0.052
H 0.933 4.817 -0.623 0.071 0.055 -0.011
H 1.625 3.045 0.929 0.095 0.011 0.036
H 1.641 -0.924 -0.874 -0.011 0.130 0.065
H 1.565 0.548 0.091 -0.020 -0.043 -0.063
H 3.919 0.499 0.572 -0.062 0.006 -0.074
H 3.884 -0.239 -1.051 -0.031 0.034 0.098
H 4.044 -3.490 0.662 -0.111 -0.011 -0.090
H 3.317 -2.783 -0.801 0.035 -0.023 0.070
H 1.321 -3.204 0.382 0.053 -0.050 0.049
H 2.109 -3.097 1.976 -0.009 0.019 -0.188

=====

Record 2
49
Properties=species:S:1:pos:R:3:forces:R:3 method="wB97M-V/def2-TZVPD" molar_mass_g_mol=400.86 spin_multiplicity=1 lumo_energy_ev=0.06 homo_energy_ha=-0.3157 charge=0 smiles="CC1=NC(=O)[C@@H](CN2CCc3ccc(OC(C)C)c(Cl)c3C2=O)c2occc21" gap_ev=8.7
C -1.619 3.988 1.600 -0.085 -0.268 -0.728
C -0.967 2.818 2.362 0.207 3.637 -0.647
N -1.717 2.066 3.037 -0.521 0.352 -0.702
C -1.151 0.990 3.660 -2.364 -0.340 -0.210
O -1.971 0.184 4.011 0.032 -1.705 1.120
C 0.283 0.753 3.856 2.757 -0.326 -0.506
C 0.561 -0.773 3.637 0.131 0.536 0.512
N 0.196 -1.320 2.359 0.843 0.847 -1.256
C -0.945 -2.127 2.256 -3.978 -0.008 -0.465
C -0.877 -3.198 1.169 0.399 0.322 0.113
C -0.310 -2.701 -0.155 -1.152 -0.517 1.267
C -0.537 -3.404 -1.324 1.570 2.347 -2.037
C -0.123 -2.842 -2.554 0.072 0.095 1.105
C 0.518 -1.582 -2.639 0.235 -0.116 -0.754
O 1.011 -1.079 -3.880 -1.024 -0.608 1.945
C 0.153 -0.887 -5.069 0.879 1.499 0.804
C 1.050 0.206 -5.818 -2.076 -0.959 -1.259
C -1.268 -0.394 -4.718 -0.731 -2.554 -3.336
C 0.788 -0.934 -1.416 -0.484 0.524 0.646
Cl 1.377 0.758 -1.385 -0.241 -1.373 -0.281
C 0.389 -1.521 -0.150 0.422 1.516 -1.732
C 0.898 -0.979 1.161 1.619 -2.080 2.387
O 2.080 -0.676 1.284 -1.012 1.090 -0.536
C 1.098 1.766 3.084 0.742 2.824 -0.469
O 2.480 2.011 3.048 -1.201 -0.539 -0.341
C 2.675 3.140 2.281 -1.028 0.930 -0.091
C 1.448 3.698 1.938 3.026 2.129 -2.114
C 0.489 2.876 2.487 -1.193 -3.544 0.288
H -2.611 3.727 1.111 1.513 0.016 0.377
H -0.870 4.460 0.909 -1.021 -0.580 0.323
H -1.891 4.770 2.309 0.159 -0.044 0.307
H 0.418 0.990 4.912 0.320 -0.235 0.327
H 1.545 -1.098 3.857 1.529 0.550 0.073
H 0.025 -1.224 4.459 -0.763 -0.486 -0.363
H -1.385 -2.605 3.173 1.488 0.416 -0.256
H -1.802 -1.440 2.066 0.063 -0.487 -0.477
H -1.888 -3.614 1.081 0.301 0.037 -0.311
H -0.224 -3.979 1.522 0.257 -0.611 0.218
H -0.879 -4.385 -1.363 -1.005 -1.422 0.294
H -0.302 -3.424 -3.441 0.094 0.057 -0.342
H 0.119 -1.830 -5.640 -0.028 0.345 0.223
H 1.390 0.963 -5.141 0.397 0.026 0.588
H 1.848 -0.295 -6.372 0.148 0.170 0.461
H 0.470 0.764 -6.597 0.142 -0.632 0.532
H -1.783 -0.182 -5.727 0.651 -0.657 1.210
H -1.332 0.528 -4.294 0.386 2.577 1.797
H -1.929 -1.112 -4.186 0.722 0.322 -0.240
H 3.694 3.545 2.043 -1.145 -1.080 0.598
H 1.376 4.605 1.193 -0.052 -1.995 1.936

=====

Record 3
51
Properties=species:S:1:pos:R:3:forces:R:3 method="wB97M-V/def2-TZVPD" molar_mass_g_mol=444.94 spin_multiplicity=1 lumo_energy_ev=0.12 homo_energy_ha=-0.3128 charge=0 smiles="O=c1[nH]c(CN2CCN(S(=O)(=O)/C=C/c3ccccc3)CC2)nc2cc(Cl)ccc12" gap_ev=8.6
O 0.934 1.280 -2.145 -0.127 0.140 -0.060
C 1.670 0.575 -1.491 0.117 -0.096 -0.072
N 1.400 -0.774 -1.304 -0.079 0.110 -0.213
C 2.161 -1.588 -0.534 0.389 -0.147 0.133
C 1.671 -3.004 -0.375 -0.027 -0.066 0.063
N 0.336 -2.991 0.180 0.216 -0.260 0.031
C -0.498 -4.135 -0.109 0.004 -0.102 0.010
C -1.965 -3.685 0.085 -0.074 -0.324 -0.357
N -2.016 -2.421 0.789 -0.062 0.804 -0.569
S -1.669 -1.087 -0.209 -1.126 0.203 0.159
O -0.770 -0.194 0.459 -0.122 0.046 0.361
O -1.348 -1.517 -1.548 -0.473 -0.148 -0.156
C -3.282 -0.342 -0.264 0.710 -0.064 0.027
C -3.456 0.888 0.201 0.486 -0.194 0.006
C -4.686 1.664 0.235 -0.470 0.242 -0.015
C -4.632 2.991 0.665 0.069 -0.246 -0.069
C -5.774 3.768 0.708 -0.113 0.085 0.011
C -6.993 3.231 0.326 0.040 0.052 0.022
C -7.061 1.913 -0.099 -0.063 -0.064 -0.040
C -5.921 1.135 -0.146 0.156 0.077 0.052
C -1.185 -2.436 1.974 0.246 0.238 0.405
C 0.293 -2.664 1.589 0.174 -0.032 0.190
N 3.254 -1.234 0.043 -0.009 -0.663 0.262
C 3.663 0.067 -0.109 -0.154 0.656 -0.330
C 4.851 0.472 0.508 0.011 0.155 -0.050
C 5.270 1.777 0.375 -0.235 -0.242 -0.074
Cl 6.739 2.277 1.132 0.203 0.070 0.107
C 4.537 2.711 -0.358 -0.072 0.044 -0.055
C 3.366 2.317 -0.964 -0.025 -0.074 -0.005
C 2.918 1.001 -0.852 0.280 -0.103 0.262
H 0.489 -1.104 -1.631 0.232 0.064 0.018
H 2.393 -3.556 0.248 -0.030 0.124 -0.162
H 1.630 -3.467 -1.364 0.007 -0.032 0.041
H -0.338 -4.444 -1.142 0.018 -0.045 0.041
H -0.266 -4.988 0.553 0.013 0.029 -0.103
H -2.537 -4.421 0.656 0.003 0.099 -0.051
H -2.447 -3.528 -0.879 -0.017 -0.271 0.028
H -4.031 -0.968 -0.713 -0.226 -0.163 -0.112
H -2.574 1.377 0.595 0.075 0.079 0.055
H -3.681 3.411 0.961 0.110 0.037 0.034
H -5.716 4.794 1.039 0.014 0.075 0.025
H -7.886 3.836 0.360 -0.069 0.048 0.005
H -8.011 1.492 -0.396 -0.065 -0.041 -0.022
H -5.985 0.110 -0.475 -0.041 -0.129 -0.042
H -1.556 -3.227 2.630 -0.049 0.081 -0.068
H -1.311 -1.474 2.469 0.081 -0.155 0.217
H 0.867 -1.750 1.740 0.010 -0.070 0.093
H 0.735 -3.468 2.206 -0.001 0.085 -0.051
H 5.417 -0.248 1.076 0.069 -0.060 0.062
H 4.894 3.725 -0.443 0.037 0.074 0.002
H 2.773 3.011 -1.539 -0.043 0.075 -0.046

=====

Record 4
45
Properties=species:S:1:pos:R:3:forces:R:3 method="wB97M-V/def2-TZVPD" s_squared=6.1060 molar_mass_g_mol=371.47 spin_multiplicity=5 lumo_energy_ev="-0.65 / -0.54" homo_energy_ha="-0.1886 / -0.3029" charge=0 gap_ev="4.5 / 7.7"
C 0.351 -2.431 -1.846 -1.192 2.827 0.962
C 1.700 -2.684 1.270 1.851 -0.621 0.919
C 1.373 -1.578 -2.115 -1.372 -0.292 -0.253
H -0.589 -2.235 -2.404 0.820 -0.318 -0.144
C 2.276 -1.488 1.191 -0.278 0.024 0.540
H 1.745 -3.202 2.245 -0.307 0.750 -0.222
H 1.206 -0.808 -2.903 0.135 -1.042 0.190
H 2.552 -1.016 2.142 -0.056 -0.154 -0.294
C 2.656 -1.390 -1.371 0.139 0.404 0.203
H 3.288 -0.754 -2.009 0.050 -0.401 0.209
H 3.146 -2.352 -1.218 0.223 0.189 -0.014
C 0.008 -3.066 -0.499 -0.169 -1.266 -0.851
H -0.685 -3.896 -0.730 0.293 0.046 0.068
H -0.595 -2.451 0.220 0.713 0.142 -0.994
C 1.244 -3.615 0.208 -1.155 -0.493 0.078
H 1.959 -3.899 -0.568 0.204 0.005 0.366
H 0.927 -4.524 0.737 0.290 -0.001 -0.300
C 2.509 -0.645 -0.014 0.053 0.104 -0.637
H 3.417 -0.041 0.122 -0.234 -0.143 0.168
H 1.674 0.063 -0.097 0.095 0.122 -0.017
Cr -2.543 -0.199 0.343 0.034 1.227 0.886
H -1.780 -0.798 -0.770 0.669 -1.050 -1.289
S -0.464 3.637 0.581 -0.284 0.230 -0.395
C -1.154 3.583 -1.052 -0.232 0.049 0.014
C -1.330 4.625 -1.950 0.273 -0.172 -0.336
C -1.798 4.327 -3.236 -0.149 -0.024 0.028
C -2.272 3.049 -3.554 0.131 -0.325 0.455
C -2.248 2.031 -2.590 0.222 0.338 0.048
C -1.658 2.306 -1.345 -0.733 -0.259 0.546
N -1.663 1.476 -0.207 -0.291 -0.124 -0.881
C -0.983 2.005 0.830 -0.196 -0.748 0.642
C -0.815 1.149 1.973 0.639 1.021 -0.202
C -0.245 1.582 3.187 0.015 -0.090 0.106
C 0.050 0.646 4.163 0.049 0.296 -0.164
C -0.196 -0.708 3.921 -0.320 -0.710 0.009
C -0.881 -1.131 2.773 0.342 0.628 0.726
C -1.210 -0.195 1.810 -0.874 -0.104 -0.528
H -1.128 5.647 -1.644 0.278 -0.110 -0.229
H -1.800 5.086 -4.015 -0.178 0.016 0.327
H -2.703 2.853 -4.541 0.255 0.073 0.373
H -2.678 1.048 -2.798 0.180 0.299 0.105
H -0.058 2.644 3.331 0.076 -0.176 0.097
H 0.467 0.963 5.120 -0.021 -0.117 -0.325
H 0.104 -1.452 4.656 -0.102 0.153 -0.039
H -1.176 -2.162 2.655 0.113 -0.204 0.048